Entry 1:
Computed, not measured: a cluster of 2 separate species, C12H12N3O in total, with the ωB97M-V functional and the def2-TZVPD basis.

The total charge is -1. The relative energy (zero: lowest compared OMol25 entry of this formula, charge and spin) is 31.8 kcal/mol. Its HOMO-LUMO gap is 0.19226 hartree. For the LUMO energy, the calculation gives 2.733 eV. Its multiplicity is 1.

Element x y z (Å)
C -0.219 -0.551 -3.356
C 1.136 -0.209 -2.907
N 2.142 0.169 -3.763
C 3.240 0.384 -2.996
C 4.539 0.839 -3.552
C 2.868 0.113 -1.627
N 1.559 -0.232 -1.606
H -0.835 -0.858 -2.504
H -0.679 0.315 -3.849
H -0.175 -1.369 -4.086
H 5.279 0.935 -2.752
H 4.921 0.134 -4.302
H 4.435 1.813 -4.050
H 3.522 0.148 -0.765
C -3.571 -0.355 4.525
C -3.863 -1.108 3.376
C -3.032 -1.026 2.255
C -1.898 -0.195 2.268
N -1.063 -0.149 1.114
C -0.042 0.507 0.924
O 0.920 1.158 0.750
C -1.611 0.560 3.414
C -2.443 0.477 4.536
H -4.219 -0.418 5.404
H -4.738 -1.759 3.357
H -3.236 -1.600 1.349
H -0.732 1.210 3.422
H -2.204 1.068 5.420

=====

Entry 2:
Computed, not measured: a cluster of 3 separate species, C4H7NO2 in total, with the ωB97M-V functional and the def2-TZVPD basis.

The total charge is 0. The relative energy (zero: lowest compared OMol25 entry of this formula, charge and spin) is 57.2 kcal/mol. Its HOMO-LUMO gap is 0.40067 hartree. For the LUMO energy, the calculation gives 0.848 eV. Its multiplicity is 1.

Element x y z (Å)
C -1.379 -1.107 0.139
C -0.602 -0.785 -1.110
C 0.062 1.845 0.109
N 0.591 1.472 1.197
C 2.616 -0.504 0.482
O 2.833 -1.609 0.624
O 0.593 -0.928 -1.226
H -0.843 -0.747 1.023
H -1.477 -2.196 0.214
H -2.382 -0.672 0.104
H -1.190 -0.408 -1.973
H -1.011 1.682 -0.030
H 0.592 2.308 -0.730
H 1.597 1.650 1.176

=====

Entry 3:
Computed, not measured: a structure of composition C5H8OS, with the ωB97M-V functional and the def2-TZVPD basis.

The total charge is 0. The relative energy (zero: lowest compared OMol25 entry of this formula, charge and spin) is 34.1 kcal/mol. Its HOMO-LUMO gap is 0.36451 hartree. For the LUMO energy, the calculation gives 0.824 eV. Its multiplicity is 1.

Element x y z (Å)
C 0.805 -0.325 -0.647
C -0.028 -0.904 0.513
C -1.401 -0.245 0.345
C -0.878 1.220 0.167
C 0.622 0.887 0.262
H 2.273 -1.885 -1.654
H 0.312 -0.255 -1.605
H 0.035 -1.925 0.801
H -1.946 -0.575 -0.544
H -2.016 -0.379 1.267
H -1.164 1.928 0.978
H -1.132 1.639 -0.870
H 1.344 1.678 0.340
O 0.652 0.001 1.420
S 2.523 -0.861 -0.774

=====

no.,largest force on an atom (eV/Å)
1,3.61
2,1.51
3,1.64